1.
105
Properties=species:S:1:pos:R:3 method="wB97M-V/def2-TZVPD" energy_ha=-3053.1810 fmax_ev_per_a=3.541 homo_energy_ha="-0.05139 / -0.05129" charge=-2
Ce -17.34231 -8.24571 -11.12289
Te -19.22081 -10.12489 -9.18214
P -15.15302 -11.33168 -11.23560
O -16.13943 -10.13347 -11.64887
O -19.37563 -7.61716 -11.96657
O -15.87782 -7.10402 -9.83792
N -18.45385 -7.07045 -9.47024
N -17.65088 -6.76051 -8.40572
C -15.81556 -13.10250 -13.18678
C -16.36827 -6.83994 -8.63187
C -20.78834 -6.70629 -10.23077
C -22.68094 -9.15009 -9.86228
C -15.37538 -11.39525 -9.34583
C -20.15682 -8.37971 -8.21492
C -15.25335 -7.05104 -13.62741
C -12.82582 -11.95319 -7.99780
C -15.17737 -12.66106 -8.56434
C -21.44006 -9.66890 -6.47929
C -15.39659 -6.74490 -7.57165
C -17.24112 -8.33059 -14.43971
C -18.18912 -13.35669 -13.75509
C -14.51921 -10.29113 -8.68030
C -21.44368 -6.79186 -12.56397
C -15.83019 -6.77039 -6.18461
C -13.09829 -6.59515 -6.76705
C -25.03846 -9.87566 -10.07120
C -25.15829 -9.66333 -8.65435
C -18.36972 -12.50305 -12.55748
C -17.57782 -12.99353 -11.38659
C -13.02838 -10.61068 -8.65827
C -17.06393 -7.75182 -15.89943
C -14.93002 -6.66044 -5.18706
C -22.01932 -7.29587 -6.80576
C -16.74931 -7.32648 -13.41018
C -15.93423 -6.69661 -15.96927
C -22.78299 -5.53114 -11.05401
C -20.50047 -7.11946 -11.57354
C -14.78025 -7.08271 -15.09859
C -22.77775 -8.97533 -8.49258
C -13.69685 -13.09587 -8.64440
C -24.06381 -9.23226 -7.88106
C -14.05898 -6.64461 -7.83390
C -21.83779 -5.84697 -10.07539
C -13.57573 -6.56152 -5.40685
C -21.59126 -8.55902 -7.56065
C -19.87679 -7.07668 -8.97607
C -16.87616 -14.09309 -13.77439
C -22.58771 -6.06549 -12.31851
C -16.05463 -12.96567 -11.66850
C -23.82983 -9.53458 -10.63506
H -16.68006 -9.22719 -14.33004
H -19.42214 -12.49324 -12.32740
H -16.83136 -8.57025 -16.58589
H -24.18926 -9.11601 -6.83672
H -13.93692 -6.43012 -15.31183
H -15.61130 -6.42881 -16.99013
H -19.89254 -6.07677 -8.37517
H -15.37504 -12.33990 -7.56261
H -25.85430 -10.32648 -10.54255
H -14.85493 -10.06768 -7.65780
H -13.01344 -11.90005 -6.94663
H -17.03123 -14.92676 -13.06777
H -19.01392 -14.13130 -13.84130
H -16.39368 -5.82344 -15.49088
H -16.57718 -14.45618 -14.75344
H -17.21704 -6.40287 -13.45893
H -22.02772 -5.34167 -9.09395
H -23.33219 -6.01524 -13.18645
H -26.03280 -10.00918 -8.10353
H -23.60675 -4.97058 -10.71941
H -16.40438 -11.07322 -9.37242
H -15.79628 -13.51355 -8.86023
H -13.78062 -6.66366 -8.88939
H -12.52945 -9.81637 -8.05011
H -14.39166 -8.07781 -15.44282
H -14.97689 -6.10466 -13.09249
H -21.28724 -7.08059 -6.03497
H -13.28572 -13.30348 -9.64446
H -13.57678 -13.90192 -7.90830
H -20.48170 -9.44073 -5.97786
H -23.66713 -9.66788 -11.68133
H -15.27258 -6.73883 -4.11931
H -18.11803 -11.47526 -12.76330
H -17.86071 -13.99727 -11.07460
H -12.07793 -6.57231 -7.12748
H -15.61193 -13.86418 -11.17343
H -12.85171 -6.69004 -4.56678
H -21.29124 -10.60343 -7.03319
H -16.92600 -6.82849 -6.11523
H -21.21215 -7.12453 -13.56075
H -14.64624 -9.33568 -9.10231
H -14.76945 -13.50512 -13.38539
H -17.93933 -7.19571 -16.27804
H -18.35021 -12.81761 -14.65464
H -22.22065 -9.70959 -5.71090
H -17.89047 -12.41431 -10.53981
H -15.93669 -12.14134 -13.74910
H -22.92458 -7.47871 -6.22840
H -12.67368 -10.68437 -9.69375
H -22.13739 -6.43274 -7.41919
H -18.24234 -8.54475 -14.16073
H -14.74107 -7.83103 -13.01993
H -11.72241 -12.24795 -8.08043
H -21.75253 -8.96995 -10.36270
H -19.55363 -8.26120 -7.35978

2.
180
Properties=species:S:1:pos:R:3 method="wB97M-V/def2-TZVPD" energy_ha=-4597.6608 relative_energy_kcal_mol=0.0 fmax_ev_per_a=3.469 homo_energy_ha=-0.35931
O -3.00665 1.20105 2.57657
O -4.21723 -2.28108 -0.38561
O 2.74025 2.86117 -2.03075
O -0.75535 -3.36677 -3.06768
O 0.03439 -1.18275 5.92188
O 4.27449 3.95377 -3.20009
O 3.18352 2.52591 1.71668
O -6.40628 -2.10625 -0.30929
O -6.87278 3.04558 1.06398
O 2.06334 6.42001 -1.59028
O 2.79677 -2.86550 -4.08062
O 1.47485 5.12617 0.11247
O -5.23092 -0.72647 5.77695
O -0.97023 0.24058 -1.11543
O 4.92828 -3.11620 -0.68366
O -1.81514 -5.03835 -2.14021
O 2.49613 -1.09090 -5.35570
O 0.43901 -0.02524 -2.83864
O -4.80241 -1.40524 3.70528
O -0.01353 -5.08623 0.82751
O -4.90583 3.54311 0.12304
O 5.11091 -1.70388 3.64716
O 3.68179 2.47050 3.88534
O 6.30568 -0.60856 2.03450
O 0.83299 -3.28229 5.65694
O -1.08227 -3.11738 0.66679
O 2.74718 -2.98254 -0.54669
O -0.77223 1.55461 -5.46087
O -3.00071 1.56209 4.80304
O -1.98202 -0.32272 -5.69713
C 0.77082 -2.14408 5.29654
C -0.98695 0.06128 0.30510
C 4.01200 -0.84950 1.68579
C 3.86717 -3.51727 -1.08738
C -5.41145 -2.15488 -0.98818
C -2.55455 -2.28205 3.94754
C -1.44112 -4.50022 -3.13631
C -0.51471 -2.74836 -4.36298
C -1.69744 -4.85542 -4.55436
C -3.71202 2.94576 -0.32694
C -2.53126 1.26295 -3.94746
C 2.98131 -1.70046 -4.21711
C -5.87000 2.72095 0.45310
C 3.49119 -4.74759 -1.87103
C 1.58850 -3.35118 -1.28737
C 0.27091 4.83042 -1.85694
C 2.00892 -4.68060 -1.92789
C -3.83777 -2.24527 3.02706
C 4.63201 -0.14415 0.42515
C -1.78251 0.71277 -5.09926
C 3.80229 4.55955 2.88720
C 3.95184 0.45511 -4.35960
C -1.13058 -4.31421 0.72955
C 1.36568 5.54660 -1.15024
C 4.37473 3.40612 4.80991
C 5.42372 4.81015 -2.99999
C -3.22967 -2.10435 5.34712
C 5.19304 -1.11725 2.57948
C 0.58255 4.01902 0.37154
C -3.20424 -1.98200 -1.41117
C -3.89574 -2.34299 -2.70740
C -0.41449 4.07289 -0.72054
C -5.32425 -1.94182 -2.46650
C -0.62071 2.56732 -4.42199
C -1.76061 -6.58168 0.45464
C 3.72459 3.53662 -2.02096
C -4.89781 2.22089 3.63824
C 5.26296 5.29860 -1.54013
C -3.56281 1.60079 3.56732
C 1.61855 -1.48962 4.18363
C -5.47676 1.38206 -0.04200
C 4.42644 4.22097 -0.89628
C -2.36592 -5.21362 0.64980
C 1.75090 -0.08523 4.68043
C 6.00457 0.24863 0.94608
C -1.47682 -3.52025 -5.29379
C 3.92777 4.76089 4.38272
C 0.45201 -0.22270 0.68293
C 0.23676 0.05492 -1.65411
C -3.85100 2.23812 5.73902
C -4.31267 1.67655 -0.98978
C 3.64967 -0.69402 -3.38508
C 0.34951 0.11174 5.24484
C -5.19529 2.37279 5.08935
C 3.53593 3.10923 2.70187
C -2.00470 2.69277 -3.76576
C -4.52652 -1.32621 5.01344
C 2.78716 0.31163 -5.31935
C 1.26809 0.13809 -0.56646
C -0.44705 -6.41004 1.17430
H 2.12912 0.59916 3.91190
H 6.39010 4.34706 -3.11862
H 0.68447 4.19871 -2.68640
H -2.90567 -5.14930 1.60236
H 0.89232 -3.54877 -0.51353
H 2.98601 5.15122 2.42867
H 1.58431 -5.51869 -1.40275
H 3.99548 0.65821 0.10773
H -2.70185 -5.32120 -4.60529
H 3.70547 4.53554 -0.10293
H -3.76495 1.72093 6.70897
H 3.51980 -1.79228 1.47771
H -3.53578 0.94032 -1.09088
H 0.21782 0.92033 5.98613
H 4.73355 4.80119 2.38911
H -5.62357 1.63374 3.05098
H 4.53468 -1.17487 -2.94835
H -4.33779 -3.17533 2.84756
H 0.50154 -1.28846 0.87426
H -5.56924 3.34025 5.45582
H -3.01663 2.78489 0.49870
H -3.37885 3.65762 -1.05572
H -2.65630 3.38080 -4.34106
H -3.30873 -1.85165 -3.49707
H 1.62237 1.17205 -0.57829
H 2.92601 -0.41232 -2.60335
H -0.47582 -6.37246 2.28376
H 3.98554 1.43652 -3.85093
H 5.09562 3.43232 -0.49142
H 6.80869 0.11479 0.22324
H 0.76117 0.28226 1.58970
H 1.60729 -4.81444 -2.90845
H -4.79257 3.18458 3.14464
H -6.39790 0.91105 -0.41717
H 2.97901 5.00888 4.88364
H -2.27450 -2.53863 -1.19017
H 1.14859 3.10660 0.21831
H 0.35243 -7.06407 0.83107
H -0.79443 -1.72817 -4.18025
H -0.91821 -5.59314 -4.85524
H 6.24473 5.45202 -1.18885
H 4.67545 6.17100 -1.65914
H -1.90579 3.06924 -2.73712
H -3.02750 -0.92055 -1.29580
H 5.46926 3.28037 4.72683
H -1.67713 -6.74519 -0.62359
H -3.51906 -3.00098 5.88548
H 0.17030 2.24982 -3.75451
H 4.00032 -4.78159 -2.82520
H -2.29598 0.56737 -3.12566
H 4.07328 3.14344 5.81500
H -0.24282 3.44611 -4.97360
H 4.67027 5.55021 4.61016
H -0.49132 0.28352 4.52628
H 4.64490 -0.89480 -0.33882
H -1.14866 4.74351 -0.32040
H 6.01864 1.31483 1.30879
H -2.67941 -1.43580 6.03546
H -3.69941 -1.74904 2.07311
H -5.49598 -0.86048 -2.63872
H -1.90387 -1.41931 3.88348
H -0.85882 3.12934 -0.96860
H -3.31151 3.18146 5.83778
H -1.64299 -0.76311 0.53425
H 2.37201 -0.06832 5.60920
H 1.27559 -2.67658 -2.01085
H -0.33366 5.62408 -2.29121
H -2.43212 -2.96950 -5.31013
H 2.07474 -0.54669 -0.79470
H 1.90145 0.89631 -5.04727
H -4.64934 1.97306 -2.00012
H -6.07902 -2.42069 -3.06226
H -3.88056 -3.43491 -2.88561
H 3.07308 0.52801 -6.33571
H 2.57943 -2.00283 4.10355
H 4.88358 0.24148 -4.83290
H -5.78291 1.56323 5.48641
H 1.06821 -1.55640 3.23654
H -3.06971 -4.86567 -0.10242
H 5.33227 5.56938 -3.75639
H -2.39156 -7.36917 0.85339
H 0.53152 -2.81179 -4.61458
H -5.11756 0.79205 0.79988
H -3.59999 1.12189 -4.09585
H -1.95126 -3.19490 3.85110
H 0.33069 4.12230 1.42886
H 3.32960 -0.12423 2.13609
H -1.43042 1.00303 0.66481
H 3.83495 -5.57940 -1.25139
H -1.19470 -3.67567 -6.29635